No. 1
{"formula": "C5H8O2S", "method": "ωB97M-V with the def2-TZVPD basis set", "elements": ["C", "C", "C", "C", "C", "O", "O", "S", "H", "H", "H", "H", "H", "H", "H", "H"], "coordinates": [[2.113, -0.040, 1.288], [1.407, -0.054, 0.161], [-1.253, -1.167, 0.338], [-1.861, 1.047, -0.890], [-2.171, -0.181, -0.022], [-1.035, -2.296, 0.579], [3.498, 0.225, 1.473], [2.211, 0.202, -1.342], [1.699, -0.197, 2.309], [-2.781, 1.427, -1.155], [-1.169, 0.835, -1.734], [-1.279, 1.746, -0.402], [-2.597, 0.093, 0.964], [-2.980, -0.742, -0.493], [4.006, 0.208, 0.609], [2.192, -1.106, -1.684]], "forces_ev_per_angstrom": [[0.623, 0.307, 1.338], [2.383, 0.412, 0.424], [3.839, 0.235, 0.620], [2.205, -2.576, -0.260], [-2.931, 0.331, -0.203], [-1.018, -0.817, -0.045], [-0.771, -0.534, -1.485], [-0.769, -0.432, -0.278], [0.068, 0.145, -1.002], [-1.731, 1.053, -0.984], [-1.026, -0.380, 0.063], [0.858, 1.692, 1.618], [0.104, 0.253, -0.322], [-0.780, 0.038, -0.424], [-1.217, 0.044, 1.154], [0.164, 0.228, -0.215]], "e_homo_ev": [-6.07, -9.04], "de_lowest_kj_mol": 112.3, "lumo_energy_ev": [0.59, -1.18], "e_tot_ha": -743.76580, "homo_lumo_gap_ev": [6.661, 7.861], "spin_multiplicity": 3}


No. 2
{"formula": "C5H8O3", "method": "ωB97M-V with the def2-TZVPD basis set", "elements": ["C", "C", "C", "C", "C", "O", "O", "O", "H", "H", "H", "H", "H", "H", "H", "H"], "coordinates": [[0.250, -0.115, -0.247], [0.779, 0.144, 1.132], [0.383, 1.005, -1.219], [0.390, -1.514, -0.753], [-1.092, 0.112, 1.080], [1.500, 1.158, 1.297], [-1.643, 1.331, 1.051], [-1.659, -0.858, 1.514], [-2.528, 1.282, 1.449], [0.956, -0.796, 1.690], [1.398, 1.007, -1.627], [0.263, 1.970, -0.727], [-0.336, 0.885, -2.030], [-0.123, -1.643, -1.705], [1.452, -1.740, -0.886], [0.011, -2.226, -0.018]], "forces_ev_per_angstrom": [[-0.021, 0.551, 2.893], [5.184, 0.452, -3.268], [-0.576, 0.265, 0.270], [-0.788, -0.203, 0.378], [-2.837, -1.188, -2.101], [-1.769, -0.854, 1.205], [0.663, 0.190, -0.039], [0.833, 0.557, 0.142], [0.137, -0.133, 0.116], [-0.718, 0.486, 0.615], [0.013, -0.207, 0.054], [-0.087, -0.055, -0.063], [0.085, 0.130, -0.091], [-0.038, -0.134, 0.034], [-0.007, 0.209, -0.027], [-0.072, -0.067, -0.117]], "e_homo_ev": -8.94, "de_lowest_kj_mol": 271.0, "lumo_energy_ev": -0.66, "e_tot_ha": -420.95284, "homo_lumo_gap_ev": 8.279, "spin_multiplicity": 1}


No. 3
{"formula": "C5H8O3", "method": "ωB97M-V with the def2-TZVPD basis set", "elements": ["C", "C", "C", "C", "C", "O", "O", "O", "H", "H", "H", "H", "H", "H", "H", "H"], "coordinates": [[-0.398, -0.424, 1.384], [0.834, -0.065, -0.760], [-0.528, -0.136, -0.090], [1.087, 0.614, -1.877], [-1.668, 0.019, -0.745], [0.446, 0.471, 2.047], [1.812, -0.772, -0.109], [-1.705, -0.337, 1.985], [1.354, 0.263, 1.794], [2.620, -0.763, -0.637], [-1.850, 0.591, 2.208], [-0.084, -1.470, 1.525], [2.052, 0.572, -2.358], [-1.702, 0.242, -1.796], [-2.602, -0.008, -0.210], [0.332, 1.202, -2.362]], "forces_ev_per_angstrom": [[-2.107, -0.416, 0.539], [-0.865, 0.393, -0.656], [1.908, 0.058, -0.453], [-0.030, -0.224, 0.160], [0.082, 0.232, 0.285], [0.070, 0.065, -0.002], [-0.121, -0.256, 0.254], [1.127, -0.133, -0.020], [0.014, 0.015, -0.001], [-0.129, 0.082, 0.063], [0.090, -0.018, -0.053], [-0.007, 0.283, 0.050], [0.211, 0.048, 0.023], [0.095, -0.122, -0.237], [-0.110, -0.095, 0.084], [-0.229, 0.089, -0.036]], "e_homo_ev": -9.00, "de_lowest_kj_mol": 176.0, "lumo_energy_ev": 0.58, "e_tot_ha": -420.98904, "homo_lumo_gap_ev": 9.578, "smiles": "C=C(O)C(=C)C(O)O", "spin_multiplicity": 1}


No. 4
{"formula": "C5H8O3", "method": "ωB97M-V with the def2-TZVPD basis set", "elements": ["C", "C", "C", "C", "C", "O", "O", "O", "H", "H", "H", "H", "H", "H", "H", "H"], "coordinates": [[1.438, -0.052, 0.655], [-2.003, -0.535, -0.513], [-0.826, -0.226, 0.374], [0.382, 0.463, -0.243], [0.528, 1.075, -1.407], [1.335, 0.163, 1.909], [2.625, -0.348, 0.128], [-1.081, 0.158, 1.615], [3.241, -0.564, 0.847], [0.058, 0.233, 2.076], [0.033, -1.295, 0.489], [-1.690, -1.023, -1.434], [-2.707, -1.161, 0.030], [-2.506, 0.401, -0.766], [1.503, 1.399, -1.741], [-0.330, 1.312, -2.019]], "forces_ev_per_angstrom": [[1.423, 3.063, 1.418], [0.127, 0.135, 0.232], [2.315, -1.948, -0.445], [-0.530, -0.775, -0.311], [0.237, 0.152, 0.338], [0.529, -1.175, -1.536], [-0.681, -0.483, 0.191], [1.276, 0.477, 1.690], [-0.064, 0.053, 0.067], [-2.315, 0.015, -1.066], [-2.283, 0.594, -0.423], [0.005, -0.042, 0.024], [0.000, -0.034, -0.035], [-0.039, 0.025, 0.004], [0.044, -0.100, -0.160], [-0.043, 0.041, 0.014]], "e_homo_ev": -8.93, "de_lowest_kj_mol": 294.2, "lumo_energy_ev": 0.27, "e_tot_ha": -420.94400, "homo_lumo_gap_ev": 9.209, "spin_multiplicity": 1}


No. 5
{"formula": "C5H8O3", "method": "ωB97M-V with the def2-TZVPD basis set", "elements": ["C", "C", "C", "C", "C", "H", "H", "H", "H", "H", "H", "H", "H", "O", "O", "O"], "coordinates": [[-2.113, 0.010, -0.005], [-0.220, 0.855, -0.013], [1.392, 1.092, -0.099], [1.478, -0.543, -0.215], [0.073, -1.032, 0.311], [-2.892, 0.006, -0.753], [-2.528, -0.192, 0.898], [-0.145, 0.368, -1.007], [1.855, 1.348, 0.936], [1.786, 1.671, -0.902], [2.332, -0.967, 0.427], [1.737, -0.875, -1.273], [0.127, -2.036, 0.917], [-1.484, 1.337, 0.077], [-1.248, -1.033, -0.423], [-0.149, -0.008, 1.123]], "forces_ev_per_angstrom": [[0.117, -0.132, -2.476], [3.626, 3.003, -0.869], [-0.907, -1.278, 3.425], [2.026, -0.214, -2.172], [-0.248, -3.973, 2.079], [-0.110, 0.330, -0.356], [-0.975, -0.493, 2.914], [-0.800, 0.446, 0.644], [-0.797, 0.031, -1.946], [0.176, 0.159, -0.677], [-1.605, 0.569, -0.626], [-0.434, 0.456, 1.128], [-0.062, 1.588, -1.481], [-0.329, 0.729, -0.651], [0.571, -1.987, -0.820], [-0.249, 0.767, 1.884]], "e_homo_ev": -9.36, "de_lowest_kj_mol": 615.4, "lumo_energy_ev": 1.06, "e_tot_ha": -420.82169, "homo_lumo_gap_ev": 10.420, "spin_multiplicity": 1}


No. 6
{"formula": "C5H8O4", "method": "ωB97M-V with the def2-TZVPD basis set", "elements": ["C", "C", "O", "O", "H", "H", "H", "H", "C", "C", "C", "O", "O", "H", "H", "H", "H"], "coordinates": [[-1.182, -1.364, -1.741], [-0.709, -0.065, -1.155], [0.729, 0.070, -1.208], [-1.355, 0.934, -1.014], [1.163, -0.768, -1.423], [-2.268, -1.374, -1.753], [-0.800, -1.491, -2.754], [-0.811, -2.192, -1.139], [0.954, 1.776, 1.187], [1.149, 0.292, 1.101], [-0.295, -0.436, 1.503], [2.172, -0.309, 1.283], [-0.558, -1.568, 1.221], [-0.868, 0.090, 2.297], [0.588, 2.054, 2.173], [0.198, 2.068, 0.456], [1.893, 2.279, 0.966]], "forces_ev_per_angstrom": [[-0.211, -0.319, 0.754], [1.698, 0.897, -2.949], [-1.892, 0.000, 0.279], [0.406, -0.794, 0.875], [-0.250, -0.043, 0.174], [0.022, -0.040, 0.000], [0.042, 0.273, -0.001], [-0.079, -0.078, 0.015], [0.434, 0.160, -1.133], [-1.666, 0.044, 2.763], [2.041, -0.414, 0.274], [-0.344, -0.108, -0.721], [-0.221, 0.006, -0.287], [-0.061, 0.305, -0.368], [0.089, -0.146, 0.137], [0.024, 0.130, 0.073], [-0.030, 0.126, 0.115]], "e_homo_ev": -9.22, "de_lowest_kj_mol": 168.7, "lumo_energy_ev": 0.35, "e_tot_ha": -496.23841, "homo_lumo_gap_ev": 9.572, "smiles": "CC(=O)C=O.CC(=O)O", "spin_multiplicity": 1}


No. 7
{"formula": "C5H8OS", "method": "ωB97M-V with the def2-TZVPD basis set", "elements": ["C", "C", "C", "C", "C", "H", "H", "H", "H", "H", "H", "H", "H", "O", "S"], "coordinates": [[-1.872, 0.351, -0.587], [-0.518, 0.071, -0.021], [-0.331, -1.028, 0.989], [0.496, 0.859, -0.339], [1.915, 0.762, 0.073], [-2.243, 1.298, -0.243], [-1.904, 0.420, -1.690], [-2.665, -0.224, -0.167], [-0.590, -1.966, 0.508], [0.688, -1.077, 1.445], [-1.040, -0.851, 1.925], [0.512, 1.686, -1.033], [2.145, -1.256, -1.238], [2.432, 1.579, 0.790], [2.975, -0.624, -0.414]], "forces_ev_per_angstrom": [[-0.263, 0.671, -0.357], [0.441, 0.256, 0.478], [-0.881, 0.577, 2.086], [1.237, 0.033, -0.929], [0.461, -0.586, 1.371], [0.332, 1.048, 0.103], [0.018, -0.435, 0.553], [-0.335, -1.386, -0.145], [-0.067, -0.366, 0.272], [-0.735, 0.026, -0.699], [1.155, -0.452, -2.043], [-0.999, 0.244, -0.270], [-0.314, -0.076, -0.152], [-0.011, 0.082, -0.319], [-0.040, 0.363, 0.050]], "e_homo_ev": -9.75, "de_lowest_kj_mol": 87.2, "lumo_energy_ev": 0.65, "e_tot_ha": -668.70533, "homo_lumo_gap_ev": 10.402, "smiles": "CC(C)=CC(=O)S", "spin_multiplicity": 1}


No. 8
{"formula": "C5H8OS", "method": "ωB97M-V with the def2-TZVPD basis set", "elements": ["C", "C", "C", "C", "C", "O", "S", "H", "H", "H", "H", "H", "H", "H", "H"], "coordinates": [[-2.714, 0.423, 0.279], [-1.421, 0.466, 0.522], [0.998, -1.644, 0.127], [2.392, 0.216, -0.184], [-0.460, 0.783, -0.550], [1.888, -0.753, 0.495], [0.904, 1.634, -0.088], [-3.506, 0.261, 1.017], [-3.122, 0.619, -0.703], [-0.885, 0.398, 1.467], [0.416, -2.165, 1.006], [0.542, -1.606, -0.848], [3.405, 0.533, 0.262], [2.454, 0.069, -1.236], [-0.891, 0.766, -1.567]], "forces_ev_per_angstrom": [[-1.899, -0.169, 0.487], [1.850, 0.564, -0.773], [-2.242, -0.541, 1.527], [1.451, 2.698, -0.836], [-1.143, -0.606, 0.403], [-0.049, -2.937, 2.741], [1.242, 0.365, -0.116], [0.572, -0.032, 0.043], [0.257, -0.077, -0.271], [-0.781, -0.178, 0.255], [1.517, 1.202, -1.880], [0.296, -0.050, -0.441], [-1.906, 0.000, -0.569], [0.122, -0.247, -0.914], [0.712, 0.007, 0.345]], "e_homo_ev": [-7.50, -7.57], "de_lowest_kj_mol": 489.4, "lumo_energy_ev": [-0.62, 0.28], "e_tot_ha": -668.55212, "homo_lumo_gap_ev": [6.884, 7.856], "spin_multiplicity": 1}